Below is C26H29BrCoN7O4S2 as an isolated structure, with properties calculated with ωB97M-V with the def2-TZVPD basis set.

Structure (ORCA input):
```
! RIJCOSX wB97M-V def2-TZVPD def2/J DEFGRID3
* xyz 2 5
Co -1.833 -1.259 -0.126
N -1.698 -1.546 2.007
C -2.922 -1.929 2.756
C -3.549 -3.212 2.236
C -4.111 -3.118 0.825
N -3.030 -3.053 -0.195
H -0.961 -2.214 2.215
H -1.379 -0.644 2.368
H -3.631 -1.105 2.663
H -2.694 -2.040 3.816
H -4.365 -3.482 2.908
H -2.823 -4.033 2.289
H -4.718 -2.216 0.729
H -4.756 -3.975 0.627
H -3.445 -3.111 -1.121
H -2.452 -3.884 -0.108
C -2.349 -1.193 -3.355
O -1.376 -1.391 -2.313
C -0.055 -1.360 -2.668
C 0.389 -1.300 -3.977
C 1.753 -1.199 -4.242
Br 2.327 -1.095 -6.028
C 2.668 -1.168 -3.222
C 2.223 -1.276 -1.889
C 0.853 -1.368 -1.617
O 0.353 -1.443 -0.342
C 3.237 -1.302 -0.862
N 4.538 -1.000 -1.127
C 5.179 -1.138 0.021
C 6.568 -0.945 0.299
C 6.981 -1.183 1.569
C 6.059 -1.602 2.576
C 4.693 -1.798 2.339
C 4.272 -1.558 1.062
N 3.053 -1.653 0.433
H -2.367 -2.049 -4.027
H -2.133 -0.279 -3.905
H -3.306 -1.087 -2.854
H -0.304 -1.313 -4.806
H 3.728 -1.081 -3.414
H 0.619 -0.584 0.171
H 7.239 -0.624 -0.487
H 8.021 -1.056 1.834
H 6.436 -1.780 3.576
H 4.030 -2.119 3.130
H 2.180 -1.915 0.859
N 0.738 7.128 0.233
C 0.495 5.813 0.453
C 1.251 4.825 -0.206
C 1.006 3.492 0.018
C -0.001 3.117 0.908
C -0.751 4.081 1.585
C -0.508 5.413 1.354
S -0.334 1.449 1.195
O 0.911 0.691 0.969
O -0.937 1.304 2.501
N -1.291 0.867 0.045
C -2.615 1.150 -0.079
S -3.477 2.636 0.072
C -4.936 1.829 -0.382
C -4.700 0.526 -0.614
N -3.384 0.135 -0.440
H 1.456 7.425 -0.400
H 0.210 7.838 0.705
H 2.036 5.124 -0.890
H 1.592 2.733 -0.484
H -1.502 3.777 2.304
H -1.080 6.168 1.881
H -5.872 2.361 -0.444
H -5.446 -0.199 -0.906
*
```

Output
- gap between HOMO and LUMO (spin up / spin down) (eV) = 6.610 / 3.753
- lowest unoccupied orbital energy (spin up / spin down) (eV) = -5.763 / -8.652
- E (hartree) = -6445.142406
- ΔE to the lowest compared entry with this formula, charge and spin (eV) = 0.000